Entry 1:
Entry from the Open Molecules 2025 dataset: a single C3H3NO2S2 molecule at a distorted geometry (wB97M-V/def2-TZVPD).

Each line ends with the Löwdin charge.
Element x y z (Å)
O -1.420 1.726 -2.695  0.0773
C -1.742 1.590 -1.534  -0.2928
N -1.225 0.739 -0.570  0.0954
C 0.033 0.149 -0.572  -0.5392
O 0.760 0.102 -1.524  0.1015
C 0.403 -0.523 0.773  -1.0594
S -0.557 -0.604 2.088  0.7021
S 2.054 -1.156 0.701  0.8171
H -2.653 2.051 -1.124  0.1320
H -1.785 0.643 0.275  0.0813
H 2.179 -1.620 1.953  -0.1154

- Calculated total energy: -30414.74998 eV
- Kohn-Sham gap: 7.972 eV
- LUMO level: -1.6 eV
- Energy above the lowest of the compared OMol25 structures with the same formula, charge and spin: 2.9 kcal/mol
- Molar mass: 149.2 g mol⁻¹
- HOMO: -0.353 Ha
- SMILES string: O=CNC(=O)C(=S)S


Entry 2:
Entry from the Open Molecules 2025 dataset: 3 unconnected molecules or ions with the total composition C3H12N2O3 at a distorted geometry (wB97M-V/def2-TZVPD).

Each line ends with the Löwdin charge.
Element x y z (Å)
C 0.327 1.917 -1.077  -0.0879
C -0.522 0.722 -1.528  -0.2411
N -1.644 0.314 -0.658  0.0510
C -1.538 -0.794 0.192  -0.6048
N -0.300 -1.033 0.724  0.1463
O -2.592 -1.301 0.623  -0.0001
H -0.151 2.887 -1.016  0.0618
H 0.845 1.808 -0.048  0.0782
H 1.263 2.079 -1.639  0.0720
H 0.134 -0.106 -1.756  0.0949
H -1.002 0.974 -2.416  0.0875
H -2.629 0.350 -0.979  0.1494
H -0.249 -2.083 0.951  0.1578
H 0.489 -0.716 0.187  0.0212
O 2.512 -0.668 -0.639  -0.0762
H 3.014 -1.278 -1.143  0.0153
H 3.251 -0.185 -0.091  0.1130
O 2.033 0.693 2.209  -0.0615
H 2.174 -0.059 2.753  0.0161
H 1.233 0.499 1.667  0.0073

- Calculated total energy: -12428.61876 eV
- Kohn-Sham gap: 9.704 eV
- LUMO level: 0.2 eV
- Energy above the lowest of the compared OMol25 structures with the same formula, charge and spin: 16.8 kcal/mol
- Molar mass: 124.1 g mol⁻¹
- HOMO: -0.348 Ha
- SMILES string: CCNC(N)=O.O.O


Entry 3:
Entry from the Open Molecules 2025 dataset: a single C5H11NO molecule at a distorted geometry (wB97M-V/def2-TZVPD).

Each line ends with the Löwdin charge.
Element x y z (Å)
C 1.399 -1.363 -0.026  -0.1047
N 1.121 0.062 -0.289  -0.1867
C 0.819 1.011 0.825  -0.1366
C -0.248 1.648 -0.209  -0.1042
C -0.181 0.343 -0.970  -0.3328
C -1.260 -0.652 -0.531  -0.1995
O -1.376 -0.733 0.939  -0.1549
H 2.312 -1.369 0.684  0.1132
H 1.503 -1.792 -1.015  0.0727
H 0.592 -1.990 0.426  0.0672
H 0.359 0.425 1.687  0.1118
H 1.743 1.612 1.113  0.1144
H -1.349 1.667 0.180  0.1108
H -0.073 2.678 -0.686  0.1244
H -0.075 0.217 -2.095  0.1533
H -1.049 -1.739 -0.798  0.1263
H -2.303 -0.323 -0.864  0.1331
H -1.671 0.128 1.350  0.0921

- Calculated total energy: -8898.35348 eV
- Kohn-Sham gap: 9.295 eV
- LUMO level: 1.0 eV
- Energy above the lowest of the compared OMol25 structures with the same formula, charge and spin: 77.1 kcal/mol
- Molar mass: 101.1 g mol⁻¹
- HOMO: -0.306 Ha
- SMILES string: CN1CC[C@@H]1CO